No. 1
Entry from OMol25: a cluster of 10 separate species, C20H40Cl20 in total (the ωB97M-V functional and the def2-TZVPD basis).

Its HOMO energy is -10.372 eV. As for the gap between HOMO and LUMO: 10.54 eV.

Element x y z (Å)
Cl (0.41, 0.81, 1.42)
C (0.29, -0.20, -0.07)
C (1.68, -0.42, -0.57)
Cl (1.66, -1.36, -2.09)
H (-0.33, 0.32, -0.79)
H (-0.16, -1.12, 0.27)
H (2.25, -0.99, 0.16)
H (2.21, 0.50, -0.78)
Cl (-1.92, 3.31, 6.98)
C (-1.99, 3.07, 5.23)
C (-0.84, 2.24, 4.72)
Cl (-0.74, 0.65, 5.49)
H (-1.96, 4.05, 4.77)
H (-2.95, 2.63, 4.96)
H (0.08, 2.80, 4.92)
H (-0.92, 2.11, 3.64)
Cl (-0.56, -2.62, 3.71)
C (1.01, -3.44, 3.69)
C (1.78, -3.18, 2.42)
Cl (0.98, -3.75, 0.94)
H (0.78, -4.50, 3.83)
H (1.62, -3.11, 4.53)
H (2.80, -3.57, 2.39)
H (1.95, -2.10, 2.34)
Cl (4.92, 3.61, -5.14)
C (3.61, 4.55, -4.40)
C (2.48, 3.70, -3.92)
Cl (2.98, 2.71, -2.52)
H (3.26, 5.26, -5.15)
H (3.99, 5.12, -3.56)
H (2.14, 2.98, -4.65)
H (1.70, 4.38, -3.59)
Cl (-3.96, -4.15, -3.73)
C (-3.04, -2.63, -3.72)
C (-1.67, -2.82, -3.12)
Cl (-1.70, -3.09, -1.37)
H (-3.58, -1.85, -3.19)
H (-2.91, -2.32, -4.76)
H (-1.05, -1.93, -3.29)
H (-1.11, -3.62, -3.61)
Cl (-0.86, -6.71, -2.36)
C (0.56, -6.13, -1.44)
C (1.34, -5.11, -2.19)
Cl (2.18, -5.76, -3.63)
H (1.17, -7.02, -1.24)
H (0.17, -5.79, -0.49)
H (2.16, -4.74, -1.56)
H (0.79, -4.23, -2.49)
Cl (3.66, 2.73, 5.22)
C (3.35, 1.77, 3.76)
C (4.42, 0.71, 3.60)
Cl (4.41, 0.01, 1.98)
H (3.33, 2.43, 2.90)
H (2.37, 1.32, 3.87)
H (4.33, -0.06, 4.37)
H (5.41, 1.14, 3.77)
Cl (-3.94, 0.83, 1.62)
C (-3.17, -0.16, 2.89)
C (-3.67, -1.59, 2.86)
Cl (-5.39, -1.71, 3.23)
H (-3.44, 0.26, 3.86)
H (-2.10, -0.08, 2.75)
H (-3.17, -2.14, 3.66)
H (-3.40, -2.10, 1.94)
Cl (-0.10, 3.09, -1.15)
C (-1.60, 3.31, -0.21)
C (-1.40, 4.12, 1.04)
Cl (-0.96, 5.83, 0.74)
H (-1.90, 2.31, 0.09)
H (-2.35, 3.76, -0.86)
H (-0.54, 3.73, 1.59)
H (-2.33, 4.13, 1.61)
Cl (-2.35, -0.29, -6.46)
C (-1.28, 1.04, -5.94)
C (-1.75, 1.66, -4.65)
Cl (-1.69, 0.47, -3.33)
H (-1.31, 1.76, -6.75)
H (-0.26, 0.68, -5.83)
H (-2.78, 1.99, -4.75)
H (-1.10, 2.49, -4.39)


No. 2
Entry from OMol25: a structure of composition C20H40Cl3ILiN7O8 (the ωB97M-V functional and the def2-TZVPD basis).

Its HOMO energy is -4.323 eV. As for the gap between HOMO and LUMO: 1.43 eV.

Element x y z (Å)
C (3.99, -0.32, 0.40)
C (3.13, -1.59, 0.33)
C (2.57, -1.85, -1.07)
C (1.74, -0.68, -1.60)
N (0.88, 0.00, -0.65)
C (-0.39, -0.45, -0.39)
N (-0.72, -1.72, -0.52)
N (-2.04, -1.99, -0.28)
C (-3.00, -1.11, 0.08)
C (-2.67, 0.22, 0.22)
C (-1.33, 0.59, -0.02)
I (-0.63, 2.45, 0.13)
H (5.01, -0.50, 0.08)
H (3.53, 0.49, -0.16)
H (4.02, 0.00, 1.44)
H (3.71, -2.47, 0.62)
H (2.33, -1.52, 1.07)
H (1.97, -2.76, -1.04)
H (3.38, -2.05, -1.77)
H (2.44, 0.07, -1.97)
H (1.16, -0.97, -2.48)
H (1.37, 0.27, 0.19)
H (-2.30, -2.96, -0.38)
H (-4.00, -1.47, 0.28)
H (-3.41, 0.96, 0.51)
Cl (-1.06, 2.92, 3.23)
N (2.79, 3.50, -0.82)
O (2.14, 4.36, -0.11)
O (2.55, 3.41, -2.00)
O (3.64, 2.79, -0.25)
C (-2.82, 5.77, -0.36)
Cl (-1.99, 6.90, -1.43)
Cl (-3.99, 6.59, 0.69)
H (-3.35, 5.04, -0.96)
H (-2.09, 5.28, 0.26)
O (7.50, -0.46, -0.23)
H (7.73, -0.82, -1.13)
H (7.35, 0.53, -0.27)
H (8.20, -0.68, 0.44)
Li (-2.88, 0.42, -2.29)
C (-0.89, 1.90, -4.80)
O (-1.24, 2.72, -3.90)
O (-0.26, 0.82, -4.48)
O (-1.20, 2.04, -6.01)
N (1.14, 4.95, 2.06)
H (1.06, 5.94, 1.84)
H (0.23, 4.58, 2.42)
H (1.49, 4.43, 1.19)
H (1.83, 4.83, 2.79)
C (-1.77, -3.04, -5.29)
C (-2.12, -1.99, -4.36)
N (-2.36, -1.15, -3.63)
H (-1.89, -4.01, -4.81)
H (-2.41, -2.98, -6.16)
H (-0.73, -2.91, -5.60)
C (-8.25, -1.46, 2.84)
C (-6.84, -0.95, 3.11)
O (-6.26, -0.26, 2.02)
C (-6.94, 0.91, 1.57)
C (-7.08, 1.99, 2.62)
H (-8.26, -2.12, 1.97)
H (-8.62, -2.02, 3.70)
H (-8.95, -0.65, 2.65)
H (-6.18, -1.79, 3.30)
H (-6.83, -0.33, 4.01)
H (-7.93, 0.65, 1.15)
H (-6.35, 1.28, 0.74)
H (-7.68, 1.67, 3.47)
H (-7.56, 2.87, 2.18)
H (-6.10, 2.28, 3.00)
N (7.18, -3.43, 1.07)
C (7.27, -4.03, 2.30)
C (7.70, -5.31, 2.10)
C (7.88, -5.49, 0.69)
C (7.55, -4.31, 0.09)
H (6.87, -2.48, 0.93)
H (7.02, -3.50, 3.20)
H (7.87, -6.05, 2.87)
H (8.21, -6.38, 0.19)
H (7.54, -4.03, -0.95)


Results for total energy: -271840.363 -94059.163 (in eV, following the order of the records).
Results for max |F|: 1.2 1.4 (in eV/Å, following the order of the records).
Results for energy relative to the best compared isomer or geometry (same formula, charge and spin): 4.4 0.0 (in kcal/mol, following the order of the records).